#P
{
  "formula": "C5H12O3",
  "method": "ωB97M-V/def2-TZVPD",
  "orbital_gap_ev": 8.05,
  "homo_energy_ha": -0.361,
  "symbols": ["O", "O", "O", "C", "C", "C", "C", "C", "H", "H", "H", "H", "H", "H", "H", "H", "H", "H", "H", "H"],
  "coordinates": [[-1.5989, 0.4419, -1.4542], [-0.9944, -1.1257, -0.5459], [-0.1936, 0.4852, 1.5214], [0.2323, -0.6476, -0.5823], [1.9483, 0.8250, 0.5576], [-2.8286, 0.9950, -1.7868], [0.8208, -0.1741, 0.7784], [1.3127, -1.4140, 1.5409], [-3.5809, 0.1945, -1.7090], [-1.0323, 0.0531, 1.3063], [0.4829, -2.1037, 1.7022], [2.3650, 1.1297, 1.5186], [-0.0151, 0.3571, -1.1884], [0.9192, -1.2154, -1.2295], [-3.1240, 1.8048, -1.1086], [2.0980, -1.9355, 0.9898], [-2.8378, 1.3366, -2.8292], [1.5689, 1.7150, 0.0536], [1.7106, -1.1079, 2.5093], [2.7468, 0.3861, -0.0444]]
}


#Q
{
  "formula": "C5H12O3",
  "method": "ωB97M-V/def2-TZVPD",
  "orbital_gap_ev": 11.03,
  "homo_energy_ha": -0.375,
  "symbols": ["O", "O", "O", "C", "C", "C", "C", "C", "H", "H", "H", "H", "H", "H", "H", "H", "H", "H", "H", "H"],
  "coordinates": [[-0.0965, 0.5166, 1.2498], [-0.8182, -0.6782, -0.4908], [-2.2375, 0.8962, 0.4306], [-0.4158, 1.6547, -0.9046], [1.0492, 1.4781, -1.2781], [-0.9211, 0.5484, 0.0283], [-0.2790, -1.7589, 0.8153], [1.1506, -2.0432, 0.4737], [1.3605, 2.2554, -1.9752], [-0.4583, -1.5856, 1.8732], [1.4795, -2.9132, 1.0491], [-0.4074, 1.2253, 1.8285], [-2.7007, 0.0704, 0.6218], [1.6870, 1.5403, -0.3967], [-0.9932, -2.5002, 0.4772], [1.7808, -1.1998, 0.7480], [-0.5910, 2.6180, -0.4218], [-1.0450, 1.6075, -1.7938], [1.2586, -2.2369, -0.5899], [1.1974, 0.5051, -1.7444]]
}


Q: Which of them is the least stable? A: #P.


#P
{
  "formula": "C3H9BOS",
  "method": "ωB97M-V/def2-TZVPD",
  "orbital_gap_ev": 9.61,
  "smiles": "O=BS.CCC",
  "homo_energy_ha": -0.354,
  "symbols": ["S", "O", "C", "C", "C", "B", "H", "H", "H", "H", "H", "H", "H", "H", "H"],
  "coordinates": [[-1.5265, 0.2904, 2.4993], [0.8213, -0.9407, 1.5728], [1.4384, 0.3085, -0.6327], [-0.8801, -0.4707, -1.0912], [0.2136, 0.8529, -1.3324], [-0.1458, -0.5690, 2.2580], [2.5917, 0.3709, -0.8676], [-0.2863, -1.2707, -0.8655], [1.2411, -0.7002, -0.0537], [1.4936, 0.7789, 0.2457], [-0.1987, 1.7071, -0.8766], [-1.5096, -0.3289, -0.1534], [-1.8728, -0.0720, 3.6983], [0.1463, 0.7228, -2.4032], [-1.5261, -0.6792, -1.9977]]
}


#Q
{
  "formula": "C3H9BOS",
  "method": "ωB97M-V/def2-TZVPD",
  "orbital_gap_ev": 9.72,
  "smiles": "COSB(C)C",
  "homo_energy_ha": -0.337,
  "symbols": ["S", "O", "C", "C", "C", "B", "H", "H", "H", "H", "H", "H", "H", "H", "H"],
  "coordinates": [[-0.8715, -1.0577, -0.0425], [-2.4336, -0.3309, 0.4556], [-2.9318, 0.7442, -0.2945], [1.4655, 1.0624, 0.5534], [1.9049, -1.5206, -0.3410], [0.9219, -0.3250, 0.0211], [2.3115, 1.3879, -0.0683], [1.6925, -2.3945, 0.2566], [-3.6012, 1.2860, 0.3253], [2.8553, -1.2818, -0.0903], [-2.1797, 1.3863, -0.7112], [1.7814, 0.8958, 1.5299], [-3.5705, 0.3791, -1.1304], [0.6799, 1.7477, 0.8806], [1.9754, -1.9790, -1.3441]]
}


Q: Which of them is the least stable? A: #P.


#P
{
  "formula": "C3H4O3S",
  "method": "ωB97M-V/def2-TZVPD",
  "orbital_gap_ev": 9.44,
  "smiles": "CSC(=O)C(=O)O",
  "homo_energy_ha": -0.361,
  "symbols": ["S", "O", "O", "O", "C", "C", "C", "H", "H", "H", "H"],
  "coordinates": [[0.8781, -0.9872, -0.2106], [-0.2170, 1.4020, 0.0495], [-1.8326, -1.6628, 0.1742], [-2.9002, 0.4387, -0.1176], [-1.8489, -0.4085, -0.0465], [2.2250, 0.0725, 0.0707], [-0.3843, 0.1598, -0.2366], [2.2739, 0.3982, 1.0941], [2.3446, 0.9198, -0.7041], [-3.7043, 0.0034, -0.2133], [3.1657, -0.3359, 0.1401]]
}


#Q
{
  "formula": "C3H4O3S",
  "method": "ωB97M-V/def2-TZVPD",
  "orbital_gap_ev": 10.61,
  "homo_energy_ha": -0.395,
  "symbols": ["S", "O", "O", "O", "C", "C", "C", "H", "H", "H", "H"],
  "coordinates": [[-1.4412, -0.0925, -0.1879], [-1.6711, -1.4157, 0.2860], [-2.3409, 0.6712, -0.9157], [-1.0205, 0.7589, 1.1439], [0.2348, 0.0751, -0.7815], [1.1421, -0.5651, 0.3121], [0.6557, 0.8587, 0.3269], [0.9814, 1.8143, 0.6007], [2.1034, -0.7964, -0.0511], [0.9637, -1.3422, 1.0771], [0.3926, 0.0338, -1.8106]]
}


Q: Which of them is the least stable? A: #Q.


#P
{
  "formula": "C3H9N3",
  "method": "ωB97M-V/def2-TZVPD",
  "orbital_gap_ev": [9.19, 7.79],
  "homo_energy_ha": [-0.297, -0.262],
  "symbols": ["N", "N", "N", "C", "C", "C", "H", "H", "H", "H", "H", "H", "H", "H", "H"],
  "coordinates": [[-0.3409, 0.5317, 1.4255], [-0.1645, -0.2203, -0.6055], [0.6168, 1.4074, 1.4666], [-1.5793, 1.2536, 1.3879], [0.5898, -1.2125, -0.7912], [0.7600, -1.8595, -2.1526], [-2.3224, 0.3957, 1.2920], [-1.8165, 1.8131, 2.2281], [-0.3015, -1.7365, -2.6163], [1.5877, -1.3630, -2.7244], [0.4221, 2.2962, 1.0824], [1.1760, -1.6636, -0.0135], [1.6441, 1.2189, 1.4489], [-1.5257, 1.9909, 0.5801], [1.2544, -2.8519, -2.0080]]
}


#Q
{
  "formula": "C3H9N3",
  "method": "ωB97M-V/def2-TZVPD",
  "orbital_gap_ev": 10.55,
  "smiles": "[H]/N=C\\N.C=NC",
  "homo_energy_ha": -0.352,
  "symbols": ["N", "N", "N", "C", "C", "C", "H", "H", "H", "H", "H", "H", "H", "H", "H"],
  "coordinates": [[-1.9615, -1.6308, 2.6444], [-1.4645, 0.2468, 1.3527], [1.2631, 0.9184, -1.3004], [-2.3559, -0.5342, 2.0940], [2.5019, 0.5853, -2.0837], [0.2786, 0.0569, -1.3556], [-1.4798, 1.1525, 1.9109], [-0.4740, -0.0129, 1.3563], [-0.9711, -1.5279, 2.8359], [3.4038, 1.1243, -1.6688], [2.6469, -0.4140, -1.8572], [0.3103, -0.8522, -2.1265], [-0.6873, 0.0124, -0.8251], [2.3498, 0.8371, -3.1274], [-3.3602, 0.0382, 2.1504]]
}


Q: Which of them is the least stable? A: #P.


#P
{
  "formula": "C3H9N3",
  "method": "ωB97M-V/def2-TZVPD",
  "orbital_gap_ev": 8.40,
  "smiles": "[H]/N=C/N.C=CN",
  "homo_energy_ha": -0.275,
  "symbols": ["N", "N", "N", "C", "C", "C", "H", "H", "H", "H", "H", "H", "H", "H", "H"],
  "coordinates": [[-0.6634, 0.6927, -1.4570], [-1.0362, -0.4068, 2.2434], [0.9525, 0.2353, 1.3058], [-0.0186, -0.1089, -2.3701], [0.9706, -0.9698, -2.0761], [0.0489, 0.4273, 2.1825], [0.0594, 1.1951, 2.9586], [1.3183, -1.0358, -1.0541], [1.7924, 0.7560, 1.5303], [1.6019, -1.3916, -2.8442], [-0.4010, -0.0020, -3.3767], [-0.3688, 0.9018, -0.5179], [-1.9660, -0.0687, 2.4234], [-0.9438, -1.3189, 1.8221], [-1.5060, 1.1191, -1.8252]]
}


#Q
{
  "formula": "C3H9N3",
  "method": "ωB97M-V/def2-TZVPD",
  "orbital_gap_ev": [8.92, 7.37],
  "homo_energy_ha": [-0.307, -0.293],
  "symbols": ["N", "N", "N", "C", "C", "C", "H", "H", "H", "H", "H", "H", "H", "H", "H"],
  "coordinates": [[1.7864, 0.0000, 0.6715], [0.4823, -0.3806, -0.5257], [2.7222, 0.7192, 0.3847], [-1.6507, 0.8528, 0.0740], [-0.1721, 0.8262, -0.2750], [-0.1832, -1.6215, -0.2093], [3.5574, 0.1721, 0.1151], [0.4783, 1.1254, 0.7033], [0.5503, -2.4240, -0.2797], [-1.9698, 1.8809, 0.2432], [-2.2477, 0.4484, -0.7457], [-1.8743, 0.2697, 0.9665], [-0.6091, -1.6504, 0.7997], [0.1345, 1.5806, -1.0077], [-1.0045, -1.7989, -0.9148]]
}


Q: Which of them is the least stable? A: #Q.


#P
{
  "formula": "C3H9N3",
  "method": "ωB97M-V/def2-TZVPD",
  "orbital_gap_ev": [7.48, 7.48],
  "homo_energy_ha": [-0.239, -0.239],
  "symbols": ["N", "N", "N", "C", "C", "C", "H", "H", "H", "H", "H", "H", "H", "H", "H"],
  "coordinates": [[-2.0097, 0.0711, -0.0164], [-1.5986, 0.7017, 1.0132], [0.8378, 1.5379, 0.0174], [-0.0589, -0.9757, -1.0028], [1.3708, 0.3646, -0.3080], [0.7774, -0.8680, 0.2392], [-1.7860, 0.2422, 1.9205], [1.3891, 2.3820, -0.0140], [-0.3969, -0.2159, -1.6892], [0.0207, -1.9198, -1.5326], [0.2126, -0.6656, 1.1686], [1.5018, -1.6719, 0.3498], [2.3270, 0.3566, -0.8238], [-0.1175, 1.4896, 0.4810], [-2.4697, -0.8287, 0.1972]]
}


#Q
{
  "formula": "C3H9N3",
  "method": "ωB97M-V/def2-TZVPD",
  "orbital_gap_ev": 9.16,
  "smiles": "[H]/N=C/N.C=CN",
  "homo_energy_ha": -0.304,
  "symbols": ["N", "N", "N", "C", "C", "C", "H", "H", "H", "H", "H", "H", "H", "H", "H"],
  "coordinates": [[-0.3399, -1.1937, -0.8201], [-0.1678, 1.9277, 0.1098], [-1.5290, -2.8812, 0.2155], [-1.5429, -1.9447, -0.6714], [1.0631, 2.1560, 0.5736], [2.0166, 1.2128, 0.7241], [-0.9626, 2.1891, 0.5991], [0.1155, -1.2539, 0.1106], [3.1008, 1.4063, 0.9891], [-2.2959, -1.5611, -1.3664], [-0.3624, 0.9816, -0.2065], [1.9468, 0.1571, 0.5325], [1.3599, 3.2969, 0.5698], [0.0500, -1.1558, -1.8588], [-2.4524, -3.3372, 0.4991]]
}


Q: Which of them is the least stable? A: #P.